[1]
A molecular structure, C24H21Br4F6N3O6S2SbTi, computed with ωB97M-V/def2-TZVPD.

```
68
Properties=species:S:1:pos:R:3:forces:R:3
Ti 0.428492 -2.026171 1.475346 0.2 -0.9 0.4
C -4.762909 0.507571 0.604961 0.0 0.0 0.0
C -3.277729 0.503016 0.945268 0.0 0.0 0.0
N -2.431557 0.872341 -0.185391 0.0 0.1 0.1
C -2.079802 2.282536 -0.347494 0.0 0.1 0.1
C -2.892684 2.989873 -1.422262 0.0 0.0 0.0
C -1.926591 -0.063112 -1.002126 0.2 -0.1 0.1
S -0.844897 0.236539 -2.240754 0.0 0.1 0.0
N -2.452262 -1.332062 -0.818956 0.2 -0.1 0.1
C -1.787463 -2.359887 -0.464265 -0.1 -0.2 -0.1
O -0.525595 -2.408590 -0.062628 -0.3 0.5 0.0
C -2.447341 -3.694514 -0.524669 -0.1 0.0 0.1
C -3.800750 -3.792937 -0.835695 0.0 0.0 0.0
C -4.412798 -5.033220 -0.887592 0.0 0.0 0.0
C -3.674801 -6.184151 -0.634567 0.0 0.0 0.0
C -2.325801 -6.086825 -0.329101 0.0 0.0 0.0
C -1.708210 -4.844638 -0.269729 0.0 0.0 0.0
H -5.349172 0.170079 1.461882 0.0 0.0 0.0
H -4.950388 -0.165836 -0.231524 0.0 0.0 0.0
H -5.102184 1.506812 0.329289 0.0 0.0 0.0
H -2.975969 -0.475863 1.310760 0.0 0.0 0.0
H -3.073404 1.219178 1.744518 0.0 0.0 0.0
H -1.019751 2.351884 -0.577261 0.1 0.0 0.0
H -2.232093 2.762763 0.620945 0.0 0.0 0.0
H -2.776552 2.474055 -2.374716 0.0 0.0 0.0
H -2.528928 4.011157 -1.540936 0.0 0.0 0.0
H -3.953266 3.026325 -1.165105 0.0 0.0 0.0
H -4.354744 -2.884986 -1.033460 0.0 0.0 0.0
H -5.466875 -5.104999 -1.125998 0.0 0.0 0.0
H -4.153405 -7.155239 -0.676529 0.0 0.0 0.0
H -1.744825 -6.979468 -0.134724 0.0 0.0 0.0
H -0.654392 -4.764216 -0.039044 0.0 0.0 0.0
Br 6.555754 -5.362780 -1.634430 0.0 0.0 0.0
C 5.109157 -4.312741 -1.027601 0.0 0.0 0.0
C 5.289160 -2.909563 -0.828715 0.0 0.0 0.0
Br 6.959206 -2.129581 -1.196406 0.0 0.0 0.0
C 4.257473 -2.116837 -0.368071 0.0 0.0 0.0
Br 4.448689 -0.265936 -0.113124 -0.1 -0.1 0.0
C 2.991465 -2.677783 -0.075833 0.0 0.0 0.0
O 2.025746 -1.972682 0.371046 0.1 0.2 0.0
C 2.762284 -4.116248 -0.311625 0.0 0.0 0.1
O 1.658530 -4.617027 -0.104545 0.0 0.0 -0.1
C 3.901194 -4.890485 -0.779087 0.0 0.0 0.0
Br 3.572569 -6.723306 -1.018642 0.0 0.0 0.0
F -0.099845 -0.139750 1.617851 0.0 0.5 -0.4
Sb 0.163693 0.188579 3.810487 -0.2 -0.1 -0.1
F 1.627153 -1.073267 2.951981 -0.2 0.1 0.6
F 1.380423 1.558904 3.381983 0.0 0.0 -0.2
F -0.216874 1.268046 5.436736 0.2 -0.1 0.0
F -1.065442 -2.192878 2.557848 0.1 0.1 -0.1
F 1.052868 -3.460953 2.349279 -0.1 0.1 -0.4
N 1.855154 2.089266 0.185371 0.1 0.0 -0.2
C 2.064625 3.437819 -0.019537 -0.2 0.1 0.0
C 2.679448 4.235405 0.951187 0.0 0.0 0.0
C 2.863871 5.592120 0.735220 0.0 0.0 0.0
C 2.447436 6.193817 -0.444334 0.0 0.0 0.0
C 1.831018 5.408358 -1.406853 0.0 0.0 0.0
C 1.643138 4.048029 -1.205464 0.0 0.0 0.0
S 2.739469 7.940287 -0.724109 0.0 0.0 0.0
O 1.773745 8.317055 -1.751993 0.0 0.0 0.0
O 2.501436 8.567090 0.572467 0.0 0.0 0.0
O 4.129851 8.024729 -1.163753 0.0 0.0 0.0
H 2.070212 1.658312 1.064013 -0.1 0.1 0.1
H 1.309479 1.562540 -0.474430 0.0 -0.1 0.0
H 2.994910 3.783029 1.885503 0.0 0.0 0.0
H 3.327694 6.206764 1.496619 0.0 0.0 0.0
H 1.492310 5.880994 -2.319937 0.0 0.0 0.0
H 1.161635 3.443228 -1.967515 0.0 0.0 0.0
```
Forces are in eV/Å.

## Properties
2S+1: 2
Net charge: -2
HOMO (alpha / beta): -2.71 / -2.71 eV
Energy relative to the best compared isomer or geometry (same formula, charge and spin): 40.4 kcal/mol
Frontier orbital gap (alpha / beta): 5.18 / 4.33 eV



[2]
A single C4H8O3 molecule, computed with ωB97M-V/def2-TZVPD.

```
15
Properties=species:S:1:pos:R:3:forces:R:3
C 0.409615 2.567573 -1.126790 0.1 0.2 0.0
O -0.553056 1.537272 -0.794107 0.1 -0.3 0.4
C 0.064733 0.506991 -0.180527 0.7 -0.1 0.3
O 1.273434 0.430975 -0.166254 -0.1 0.0 0.0
C -0.715152 -0.531441 0.615114 0.0 0.0 -0.1
C -0.000159 -1.878035 0.456725 0.2 0.3 -0.3
O -0.630014 -2.830212 1.290877 0.0 -0.2 0.0
H 1.265779 2.143897 -1.653652 -0.2 0.1 0.0
H -0.079732 3.328949 -1.733021 -0.2 -0.3 0.1
H 0.772004 3.005154 -0.192464 0.0 0.0 -0.2
H -0.602478 -0.217955 1.662283 -0.1 0.0 -0.1
H -1.786147 -0.624520 0.419534 0.2 0.2 -0.3
H -0.037513 -2.186337 -0.599758 0.0 0.0 0.1
H 1.055072 -1.744888 0.723797 -0.2 0.0 0.0
H -0.139160 -3.657027 1.201316 -0.2 0.2 0.1
```
Forces are in eV/Å.

## Properties
Net charge: 0
HOMO: -10.22 eV
SMILES string: COC(=O)CCO
Energy relative to the best compared isomer or geometry (same formula, charge and spin): 27.2 kcal/mol
Frontier orbital gap: 11.12 eV



[3]
A molecular structure, O8P2Y, computed with ωB97M-V/def2-TZVPD.

```
11
Properties=species:S:1:pos:R:3:forces:R:3
Y -9.335070 -9.681530 12.683140 2.8 -0.2 -0.1
P -8.681630 -10.668940 15.237360 0.7 0.8 2.0
O -9.101570 -10.516950 16.665670 0.2 -0.8 0.9
O -8.312980 -9.380420 14.580030 0.9 3.5 -0.3
O -9.803350 -11.075660 14.320450 -2.3 -2.6 -1.5
O -7.349080 -11.514210 15.256330 -0.6 -0.6 0.3
P -7.377450 -10.003910 10.984990 3.7 0.2 0.8
O -8.113460 -8.610980 11.049390 -0.8 0.8 -0.9
O -8.563210 -10.963630 11.219660 -4.1 -2.8 -3.7
O -7.061560 -10.210830 12.499790 2.3 1.3 0.9
O -6.240280 -10.215820 9.948500 -2.7 0.4 1.4
```
Forces are in eV/Å.

## Properties
2S+1: 2
Net charge: -2
HOMO (alpha / beta): -0.35 / -0.32 eV
Frontier orbital gap (alpha / beta): 4.89 / 4.86 eV



Taking the records one at a time from the top gives max |F| values of 0.0185; 0.0149; 0.1210 Eh/bohr.
Taking the records one at a time from the top gives E_tot values of -14324.66806; -382.92155; -1323.26577 hartree.